95
Properties=species:S:1:pos:R:3 method="wB97M-V/def2-TZVPD" largest_force_ev_per_a=0.66 e_tot_ha=-3810.3032 total_charge=-1 multiplicity=6 e_above_lowest_ev=0.190 homo_energy_ev="-4.9 / -5.3" orbital_gap_ha="0.263 / 0.277"
Mn -0.0910 -0.6742 -0.7652
N -1.6797 -0.6414 2.0819
C -1.6786 -1.9302 2.5542
C -2.3382 -2.2520 3.7264
C -2.3581 -3.5587 4.2369
C -1.7122 -4.5729 3.5904
C -1.0511 -4.3004 2.3712
C -0.3662 -5.3127 1.6562
C 0.2426 -5.0167 0.4798
C 0.1504 -3.6988 -0.0138
N -0.4752 -2.7309 0.6086
C -1.0526 -2.9990 1.8203
H -2.0568 0.0333 2.7285
H -0.8834 -0.2524 1.5635
H -2.8254 -1.4554 4.2774
H -2.8755 -3.7504 5.1687
H -1.6959 -5.5798 3.9871
H -0.3304 -6.3129 2.0724
H 0.7972 -5.7536 -0.0834
H 0.6267 -3.4538 -0.9535
O -5.0991 0.2713 -4.1359
C -5.3739 -0.6503 -3.2401
O -6.4561 -1.1930 -3.1618
C -4.2952 -0.9911 -2.2711
C -4.4696 -1.8701 -1.2232
N -3.3034 -1.9305 -0.5637
N -2.3740 -1.1432 -1.1122
C -2.9525 -0.5676 -2.1516
C -2.0966 0.3570 -2.9810
O -2.6557 0.9468 -3.9342
O -0.9012 0.4229 -2.6358
H -4.1399 0.6254 -4.0327
H -5.3419 -2.4233 -0.9212
H -3.0866 -2.4149 0.2922
F 1.9626 -1.4723 0.2910
B 3.2657 -1.9498 0.6555
F 3.5054 -1.7106 1.9921
F 4.1818 -1.2385 -0.1672
F 3.3293 -3.3123 0.3382
C -2.1668 2.9864 0.3738
C -0.9974 3.3293 1.3132
C -0.8105 4.8473 1.3760
C -1.4122 2.8498 2.7135
P 0.4965 2.2975 0.7586
N 0.0745 0.8746 0.3800
C 1.3026 3.2190 -0.6918
C 0.1927 3.6641 -1.6592
C 2.1574 4.4379 -0.3324
C 2.1668 2.2286 -1.4926
C 1.7365 2.2779 2.1947
C 1.3203 1.1698 3.1776
C 1.9364 3.5857 2.9656
C 3.0935 1.8362 1.6247
H -3.1072 3.2686 0.8573
H -2.1866 1.9154 0.1632
H -2.1134 3.5156 -0.5749
H -1.7230 5.2972 1.7829
H -0.6453 5.2905 0.3953
H 0.0152 5.1399 2.0276
H -2.4143 3.2288 2.9336
H -0.7453 3.2107 3.4956
H -1.4373 1.7599 2.7655
H -0.4065 4.4848 -1.2673
H -0.4579 2.8335 -1.9314
H 0.6670 4.0221 -2.5779
H 1.6130 5.1810 0.2512
H 2.4771 4.9237 -1.2606
H 3.0599 4.1671 0.2161
H 1.6173 1.3103 -1.6940
H 3.1016 1.9756 -0.9993
H 2.4076 2.6855 -2.4572
H 0.4952 1.4649 3.8249
H 2.1745 0.9331 3.8177
H 1.0486 0.2639 2.6354
H 1.0500 3.8778 3.5300
H 2.2191 4.4194 2.3215
H 2.7454 3.4450 3.6903
H 2.9965 0.9385 1.0175
H 3.7582 1.5961 2.4587
H 3.5761 2.6162 1.0368
C 4.4140 -2.9365 -3.2897
C 2.9593 -2.6133 -3.2651
C 1.8896 -3.0727 -4.0116
C 0.7571 -2.4298 -3.4832
N 1.1113 -1.6380 -2.4729
N 2.4507 -1.7552 -2.3763
C -0.6604 -2.5604 -3.9301
H 4.6393 -3.5822 -4.1364
H 4.7038 -3.4429 -2.3679
H 5.0172 -2.0323 -3.3720
H 1.9213 -3.7677 -4.8337
H 2.9531 -1.2974 -1.6218
H -0.7406 -3.3376 -4.6893
H -1.0188 -1.6232 -4.3550
H -1.3183 -2.8229 -3.0998

---

85
Properties=species:S:1:pos:R:3 method="wB97M-V/def2-TZVPD" largest_force_ev_per_a=4.63 e_tot_ha=-2681.9787 total_charge=+2 homo_energy_ev="-13.3 / -13.3" orbital_gap_ha="0.156 / 0.155"
Pd 0.7562 1.4737 -1.9014
S -0.0223 2.3097 0.3315
C 0.7235 1.1815 1.4103
N 0.1729 1.0201 2.6349
C 0.6861 -0.0279 3.4850
C 2.2032 -0.0742 3.3555
N 2.5635 -0.2554 1.9671
C 3.6772 -1.1295 1.6748
C 3.2620 -2.5630 1.9095
C 2.3265 -3.1512 1.0633
C 1.8947 -4.4428 1.2968
C 2.3884 -5.1495 2.3818
C 3.3349 -4.5737 3.2150
C 3.7639 -3.2781 2.9875
C 1.8326 0.3896 1.0309
S 2.2785 0.2100 -0.6328
C -0.9805 1.7564 3.1019
C -0.6022 2.6434 4.2608
C -1.0793 2.3950 5.5425
C -0.7324 3.2360 6.5853
C 0.1066 4.3219 6.3585
C 0.5954 4.5642 5.0819
C 0.2495 3.7266 4.0396
H 0.2534 -0.9937 3.1872
H 0.4019 0.1899 4.5153
H 2.6020 -0.9008 3.9455
H 2.6296 0.8680 3.7209
H 4.5042 -0.8625 2.3377
H 3.9904 -0.9838 0.6391
H 1.9467 -2.5912 0.2203
H 1.1688 -4.8978 0.6399
H 2.0342 -6.1483 2.5804
H 3.7390 -5.1300 4.0458
H 4.5026 -2.8302 3.6365
H -1.7538 1.0410 3.3987
H -1.3614 2.3636 2.2746
H -1.7367 1.5575 5.7239
H -1.1123 3.0431 7.5749
H 0.3810 4.9718 7.1741
H 1.2486 5.4028 4.9020
H 0.6233 3.9186 3.0445
C -3.6378 0.3780 -3.9500
C -2.4754 1.2935 -3.7737
C -1.6803 1.5549 -5.0029
C -2.6924 2.4755 -2.8948
Si -0.9081 -0.0967 -2.4580
C 0.1889 -1.2851 -3.6715
C 0.9978 -2.2554 -2.8067
C 1.1740 -0.3933 -4.4443
C -0.6676 -2.1048 -4.6348
C -1.9971 -0.9740 -1.0085
C -2.8762 -2.1082 -1.5323
C -2.8646 0.0578 -0.2851
C -1.0150 -1.5637 0.0080
H -4.3199 0.8420 -4.6697
H -4.2008 0.2347 -3.0330
H -3.3570 -0.5839 -4.3723
H -2.2417 2.2550 -5.6290
H -1.5254 0.6589 -5.5964
H -0.7361 2.0475 -4.7801
H -3.3630 3.1614 -3.4210
H -1.7693 3.0244 -2.7179
H -3.1662 2.2297 -1.9500
H 1.6257 -1.7270 -2.0924
H 1.6564 -2.8414 -3.4450
H 0.3558 -2.9508 -2.2758
H 1.7329 0.2837 -3.7685
H 0.6756 0.2079 -5.1994
H 1.9089 -1.0173 -4.9504
H -1.3409 -2.7648 -4.0960
H -0.0162 -2.7287 -5.2452
H -1.2539 -1.4836 -5.3045
H -3.5952 -1.7749 -2.2718
H -3.4358 -2.5247 -0.6959
H -2.2798 -2.9109 -1.9544
H -3.6850 0.3974 -0.9065
H -2.2807 0.9192 0.0332
H -3.3014 -0.3977 0.6007
H -0.4621 -2.4027 -0.4000
H -1.5752 -1.9295 0.8662
H -0.3128 -0.8096 0.3523
O 0.3146 3.1588 -3.2589
C 1.3246 3.7751 -2.8472
O 2.0911 3.2908 -2.0045
H 1.5264 4.7819 -3.2533

---

91
Properties=species:S:1:pos:R:3 method="wB97M-V/def2-TZVPD" largest_force_ev_per_a=1.29 e_tot_ha=-2892.8992 total_charge=-2 e_above_lowest_ev=0.667 homo_energy_ev="-2.1 / -2.1" orbital_gap_ha="0.210 / 0.210"
Na 0.1076 -3.4687 -0.7319
C -0.6785 5.3828 0.3062
C -1.4800 4.8234 -0.8787
C -0.7008 5.0815 -2.1764
C -2.7994 5.5967 -0.9646
C -1.6951 3.3175 -0.6860
C -0.6375 2.4730 -0.6699
C -0.7916 1.0468 -0.5343
N 0.1451 0.1466 -0.3870
C 1.4633 0.2405 -0.1472
C 2.1903 1.3897 0.2871
C 3.5466 1.3912 0.4121
C 4.2454 0.1885 0.0863
C 3.6416 -0.9809 -0.2621
C 2.1759 -1.0256 -0.3308
O 1.5642 -2.0812 -0.5648
C 4.4484 -2.2560 -0.5211
C 5.9552 -2.0019 -0.4475
C 4.1466 -2.8173 -1.9217
C 4.1001 -3.3103 0.5450
C 4.3487 2.6009 0.8907
C 5.3360 3.0232 -0.2087
C 5.1317 2.2448 2.1629
C 3.4515 3.7970 1.2025
C -2.1709 0.4792 -0.6786
O -2.3635 -0.6941 -0.9543
C -3.2839 1.4305 -0.4418
C -3.0089 2.7555 -0.4975
C -4.7454 0.9743 -0.3024
C -5.4663 1.8277 0.7565
C -5.4454 1.1531 -1.6582
C -4.8949 -0.4894 0.1320
H -0.5351 6.4638 0.2016
H 0.3030 4.9111 0.3705
H -1.2032 5.1902 1.2447
H -0.5596 6.1568 -2.3288
H -1.2422 4.6765 -3.0342
H 0.2834 4.6118 -2.1513
H -2.5898 6.6534 -1.1491
H -3.3676 5.5256 -0.0343
H -3.4254 5.2275 -1.7804
H 0.3555 2.8638 -0.8366
H 1.6292 2.2534 0.6062
H 5.3260 0.2066 0.1614
H 6.2725 -1.2468 -1.1729
H 6.4812 -2.9312 -0.6780
H 6.2668 -1.6812 0.5508
H 4.4046 -2.0825 -2.6902
H 3.0967 -3.0750 -2.0254
H 4.7421 -3.7187 -2.0940
H 4.3271 -2.9297 1.5447
H 4.6858 -4.2191 0.3775
H 3.0455 -3.5673 0.5011
H 6.0413 2.2228 -0.4393
H 5.9097 3.9029 0.1022
H 4.7946 3.2661 -1.1257
H 5.8234 1.4196 1.9843
H 4.4445 1.9404 2.9552
H 5.7117 3.1040 2.5167
H 2.8946 4.1124 0.3165
H 4.0617 4.6406 1.5370
H 2.7361 3.5634 1.9943
H -3.8387 3.4457 -0.4242
H -5.5599 2.8763 0.4678
H -4.9306 1.7773 1.7066
H -6.4758 1.4381 0.9114
H -5.4019 2.1931 -1.9926
H -6.4964 0.8541 -1.5841
H -4.9636 0.5275 -2.4125
H -4.3430 -0.6870 1.0531
H -4.5263 -1.1795 -0.6207
H -5.9540 -0.6991 0.3125
C -3.7996 -6.7325 0.9936
C -3.0741 -5.8087 1.8953
N -2.6241 -6.1039 3.0785
N -2.0364 -4.9405 3.4938
C -2.0946 -3.9446 2.5867
S -1.4442 -2.4010 2.7271
N -2.7803 -4.5109 1.5750
N -3.1695 -3.8751 0.4014
H -3.8150 -7.7204 1.4469
H -3.3016 -6.7597 0.0191
H -4.8207 -6.3776 0.8303
H -1.4756 -4.9099 4.3226
H -2.9266 -4.5052 -0.3916
H -2.5930 -3.0433 0.3145
O -0.3606 -7.1244 -1.6380
S -0.8089 -5.7541 -1.4045
O -0.1234 -4.7757 -2.2964
O -0.5209 -5.3112 0.0016
O -2.2906 -5.6483 -1.6137

---

91
Properties=species:S:1:pos:R:3 method="wB97M-V/def2-TZVPD" largest_force_ev_per_a=1.24 e_tot_ha=-3825.6281 total_charge=0 multiplicity=2 e_above_lowest_ev=3.422 homo_energy_ev="-6.6 / -7.8" orbital_gap_ha="0.255 / 0.296"
Ti -0.4925 0.0979 -0.8943
O 0.5929 5.9636 -3.9182
C 1.7100 5.4415 -3.3209
C 2.9205 6.0517 -3.6210
C 4.0909 5.5720 -3.0591
C 4.0568 4.4888 -2.1909
C 2.8436 3.8886 -1.8943
C 1.6570 4.3512 -2.4538
C 0.3497 3.6583 -2.1533
O 0.7993 1.6309 -0.6745
N -1.9427 1.7543 -2.2813
N -2.3886 0.6174 -1.5749
C -3.6317 0.6161 -1.2986
S -4.7238 1.8607 -1.8600
C -6.2089 1.0255 -1.2394
C -5.8517 0.2714 0.0290
S -4.3190 -0.6379 -0.2856
H -0.1970 5.5584 -3.5455
H 2.9201 6.9004 -4.2923
H 5.0323 6.0506 -3.2969
H 4.9694 4.1150 -1.7461
H 2.7960 3.0426 -1.2197
H -6.5938 0.3453 -1.9987
H -6.9564 1.7933 -1.0418
H -6.6219 -0.4562 0.2824
H -5.7063 0.9499 0.8683
C -0.3304 1.2108 3.1781
C 0.8894 0.2750 3.0834
C 1.3828 -0.0602 4.4958
C 1.9781 1.0984 2.3745
P 0.4345 -1.2038 2.0002
N -0.4322 -0.7552 0.7758
C 2.0068 -2.0616 1.3910
C 3.0757 -2.3215 2.4592
C 1.6264 -3.4070 0.7529
C 2.6311 -1.2370 0.2548
C -0.5758 -2.4309 3.0263
C 0.1975 -3.2650 4.0525
C -1.6861 -1.6588 3.7567
C -1.3216 -3.3738 2.0701
H 0.0203 2.1886 3.5170
H -1.0708 0.8666 3.8940
H -0.8063 1.3574 2.2097
H 1.6627 0.8774 4.9843
H 2.2624 -0.7028 4.4990
H 0.6159 -0.5247 5.1127
H 2.0953 2.0345 2.9265
H 1.6938 1.3478 1.3520
H 2.9478 0.6050 2.3763
H 2.6982 -2.8971 3.3026
H 3.5157 -1.4034 2.8409
H 3.8839 -2.9017 2.0037
H 1.3402 -4.1557 1.4880
H 2.5011 -3.7921 0.2217
H 0.8191 -3.2926 0.0282
H 3.0282 -0.2787 0.5719
H 1.9133 -1.0528 -0.5460
H 3.4510 -1.8199 -0.1743
H 0.7758 -2.6577 4.7469
H 0.8704 -3.9808 3.5837
H -0.5226 -3.8397 4.6426
H -1.3178 -1.0822 4.6006
H -2.4028 -2.3857 4.1485
H -2.2166 -0.9918 3.0757
H -0.6708 -4.0555 1.5300
H -1.8925 -2.7919 1.3489
H -2.0171 -3.9763 2.6617
O -0.1801 0.4501 -3.0110
C -0.8043 1.5568 -2.9203
C -0.1218 2.8209 -3.3809
C -0.7636 4.5291 -1.4862
C -0.7416 3.4981 -0.3524
O -1.4335 3.2305 0.5985
N 0.3655 2.9059 -0.8804
H -0.7884 3.4194 -4.0037
H 0.7403 2.5304 -3.9774
H -1.7209 4.5359 -2.0051
H -0.4515 5.5318 -1.1963
N -0.2918 -5.9337 -3.1820
C -0.4151 -4.6341 -2.7713
C -1.4103 -4.2457 -1.8695
C -1.4582 -2.9347 -1.4494
N -0.6082 -1.9915 -1.8591
C 0.3292 -2.3579 -2.7398
C 0.4700 -3.6449 -3.2097
H -1.0577 -6.5637 -3.0257
H 0.2834 -6.1332 -3.9805
H -2.1330 -4.9592 -1.4949
H -2.2113 -2.6180 -0.7401
H 0.9861 -1.5703 -3.0851
H 1.2586 -3.8768 -3.9138

---

84
Properties=species:S:1:pos:R:3 method="wB97M-V/def2-TZVPD" largest_force_ev_per_a=4.86 e_tot_ha=-5660.6956 total_charge=+1 multiplicity=4 e_above_lowest_ev=0.000 homo_energy_ev="-8.8 / -8.8" orbital_gap_ha="0.106 / 0.145"
Cr 0.0775 1.8378 -1.3767
C 0.5729 1.3675 0.7530
C 1.6175 2.1399 0.1132
C -0.2781 3.4476 0.1822
C -0.6116 2.1712 0.7375
C 1.0991 3.4472 -0.1494
C 0.7330 0.1077 1.5124
H 1.6912 -0.4047 1.3899
H -0.0346 -0.5702 1.1557
H 0.5449 0.1673 2.5847
C -1.9208 1.8886 1.3787
H -1.9746 0.8714 1.7872
H -2.7369 2.0522 0.6611
H -2.1117 2.5837 2.2102
C -1.1098 4.6770 0.2894
H -0.7959 5.3151 1.1333
H -2.1395 4.3629 0.4912
H -1.0578 5.2469 -0.6487
C 1.8840 4.6952 -0.3531
H 2.0413 5.1944 0.6205
H 1.3430 5.4146 -0.9839
H 2.8529 4.4779 -0.8166
C 3.0723 1.8708 0.1539
H 3.4890 2.1546 1.1264
H 3.6087 2.4404 -0.6096
H 3.2607 0.8085 0.0080
C -0.2601 -3.3688 1.0965
C 0.6922 -4.2426 1.4411
C 1.6836 -4.9313 0.5562
C 1.1574 -5.2992 -0.8658
C 1.5027 -4.3151 -1.9424
C 1.5016 -2.9849 -1.7927
C 1.0951 -2.1764 -0.5997
C -0.3301 -2.5460 -0.1433
H 1.9151 -5.8760 1.0760
H 0.0750 -5.4574 -0.7791
H 2.6282 -4.3804 0.4461
H -0.9009 -3.0870 -0.9212
H -1.1294 -3.2286 1.7336
H 0.8227 -4.4949 2.4926
H -0.8900 -1.6263 0.0910
H 1.7696 -2.2431 0.2725
H 1.8800 -2.3336 -2.5882
H 1.1381 -1.1147 -0.9105
H 1.5977 -6.2748 -1.1150
H 1.7753 -4.7460 -2.9159
P 0.0729 -0.0344 -3.2165
P -0.0399 2.9533 -3.2205
C 0.4028 0.9029 -4.9064
C -0.4907 2.1223 -4.8403
H 0.1607 0.2377 -5.7447
H 1.4746 1.1582 -4.9859
H -0.3253 2.7824 -5.7029
H -1.5607 1.8406 -4.8537
C -1.0771 4.4243 -3.2500
H -0.4816 5.3460 -3.1349
H -1.8131 4.3445 -2.4425
H -1.6285 4.4721 -4.2017
C 1.6621 3.5944 -3.4397
H 1.8948 3.7927 -4.4926
H 2.3844 2.8585 -3.0588
H 1.7922 4.5324 -2.8898
C -1.7678 -0.1759 -3.0605
H -1.9734 -1.2430 -2.9062
H -2.3544 0.1235 -3.9370
H -2.1811 0.3465 -2.1918
C 0.0374 -1.6376 -4.2398
H 1.0406 -1.9967 -4.4847
H -0.4917 -1.4331 -5.1805
H -0.4988 -2.4415 -3.7315
Br -0.3387 0.4801 6.2256
C -1.3531 -1.1073 6.4611
C -1.8694 -1.4438 7.7166
C -2.5518 -2.6566 7.8838
C -2.6613 -3.5458 6.8085
C -2.1345 -3.2043 5.5559
C -1.5270 -1.9630 5.3650
C -1.0038 -1.5509 4.0004
O 0.2208 -1.7743 3.8590
O -1.8465 -1.0715 3.2026
H -1.7100 -0.7681 8.5514
H -2.9792 -2.8961 8.8531
H -3.1529 -4.5109 6.9350
H -2.1716 -3.8963 4.7126